Record 1
The following is a quantum chemistry calculation of C4H6O2Y as an isolated structure at a distorted geometry, from the Open Molecules 2025 dataset.

XYZ file:
```
13
Properties=species:S:1:pos:R:3:forces:R:3:mulliken_charge:R:1
O 2.56247 -0.66617 0.20350 -1.2 -1.4 0.3 -0.54
C 1.73930 0.42016 0.39164 0.2 -1.3 0.0 -0.36
H 1.99523 -1.48946 0.43970 1.8 1.7 -0.5 0.36
H 1.28783 0.24607 1.39158 -0.9 0.5 -0.7 0.37
C -2.52091 0.78252 0.03692 1.7 -2.5 2.5 -0.41
C -1.48650 -0.07421 0.17146 0.0 1.3 -0.6 -0.11
C -0.45466 -0.45444 -0.84960 -0.2 -1.3 -0.2 -0.40
O 0.71519 0.37756 -0.83130 0.0 1.8 0.7 -0.25
Y 1.42899 2.45027 -0.60187 -0.1 -0.8 -0.2 1.14
H -1.20842 -0.46961 1.16850 -0.7 0.4 -0.2 0.31
H -3.10126 0.84392 0.98196 -0.6 0.9 -1.1 0.29
H -0.90300 -0.50177 -1.85155 0.5 0.4 0.1 0.37
H -0.05425 -1.46483 -0.65094 -0.5 0.2 0.0 0.24
```
Forces are in eV/Å.

Computed properties:
Multiplicity ... 1
Total charge ... +1
Calculated total energy ... -344.3151 Eh
Energy relative to the best compared isomer or geometry (same formula, charge and spin) ... 316.8 kJ/mol
LUMO energy (alpha / beta) ... -5.076 / -4.777 eV

Record 2
The following is a quantum chemistry calculation of C4H6O3Pr as an isolated structure at a distorted geometry, from the Open Molecules 2025 dataset.

XYZ file:
```
14
Properties=species:S:1:pos:R:3:forces:R:3:mulliken_charge:R:1
H -0.20471 4.24715 -3.23406 0.2 0.5 -0.3 0.30
O -1.06880 3.86006 -3.10311 -0.7 -2.2 1.7 -0.80
C -1.34553 0.52002 0.22861 -1.6 -0.6 -1.0 0.36
O -0.92973 -0.64708 -0.39953 -1.1 1.2 0.4 -0.25
O -2.53741 0.59031 0.52511 2.0 0.5 -0.7 -0.51
Pr -1.70098 2.19644 -1.80449 0.5 1.1 -0.2 1.66
C 0.20593 -1.46503 -0.11251 0.8 -0.8 -0.1 -0.38
C 1.22213 -0.92332 0.84183 0.0 0.5 0.3 -0.07
C 1.35226 -1.33684 2.10209 -0.6 0.6 0.0 -0.66
H 0.66888 -1.63006 -1.09532 -0.1 -0.2 0.3 0.24
H -0.21940 -2.40674 0.25775 0.2 0.2 -0.1 0.31
H 1.86487 -0.12455 0.45821 0.0 -0.3 0.1 0.27
H 2.07375 -0.87325 2.77737 -0.1 -0.3 -0.3 0.28
H 0.61875 -2.00711 2.55803 0.4 -0.1 -0.3 0.24
```
Forces are in eV/Å.

Computed properties:
Multiplicity ... 3
Total charge ... +1
Expectation value of S² ... 2.420
Calculated total energy ... -898.3895 Eh
LUMO energy (alpha / beta) ... -5.986 / -5.250 eV

Record 3
The following is a quantum chemistry calculation of a 2-piece molecular cluster, C4H6O4 overall at a distorted geometry, from the Open Molecules 2025 dataset.

XYZ file:
```
14
Properties=species:S:1:pos:R:3:forces:R:3:mulliken_charge:R:1
C 1.09219 -0.22747 1.05856 1.7 -0.3 -1.9 -0.74
C -0.62495 -0.90206 -1.22751 -0.7 0.6 -0.1 -0.95
C -0.37407 0.79566 1.22113 -2.3 1.8 -1.4 0.91
C 0.52723 -0.00303 -0.94612 1.9 -1.6 1.2 0.75
O 0.78384 0.94401 1.88095 -1.2 -0.8 -0.5 -0.40
O -0.37679 1.63192 -0.02654 -0.3 -0.4 1.6 -0.53
O -1.44273 0.28973 1.51479 1.5 0.6 0.2 -0.58
O 1.44666 0.32222 -1.60521 -1.0 0.3 0.6 -0.46
H -1.32251 1.77501 -0.20569 0.2 -0.1 0.1 0.36
H 0.88082 -1.16680 1.56572 -0.2 0.1 0.0 0.30
H 2.12292 -0.14567 0.72671 0.0 0.0 0.2 0.41
H -1.25109 -0.41548 -1.98078 0.1 -0.2 -0.1 0.30
H -0.22528 -1.83196 -1.63394 0.0 0.1 0.1 0.33
H -1.23625 -1.06606 -0.34207 0.2 -0.1 -0.1 0.32
```
Forces are in eV/Å.

Computed properties:
Multiplicity ... 1
Calculated total energy ... -456.8566 Eh
Energy relative to the best compared isomer or geometry (same formula, charge and spin) ... 431.4 kJ/mol
LUMO energy ... 0.507 eV

Record 4
The following is a quantum chemistry calculation of an isolated ion of composition C4H6O4P and charge -1 at a distorted geometry, from the Open Molecules 2025 dataset.

XYZ file:
```
15
Properties=species:S:1:pos:R:3:forces:R:3:mulliken_charge:R:1
C -1.59827 -1.58842 -0.10577 2.7 0.6 4.4 -1.17
C -0.63676 -0.46204 -0.49131 -0.1 -1.5 0.3 0.61
O -0.95835 0.54509 -1.04860 -0.4 1.1 -0.6 -0.55
P 1.08966 -0.98677 0.00443 -1.5 -0.6 7.7 0.70
O 1.46600 -2.21341 -0.68491 0.4 -1.3 -1.2 -0.70
O 0.82501 -1.09728 1.86915 1.0 0.9 -6.8 -0.81
C 2.26283 0.39215 -0.22817 -0.7 0.2 1.1 0.64
C 1.69823 1.69991 0.08463 -2.9 0.4 -1.5 -1.11
O 3.42826 0.28066 -0.45560 1.4 -0.8 -0.7 -0.56
H -2.41010 -1.83397 -0.67639 -1.6 -0.7 -2.0 0.42
H -0.94484 -2.38873 0.32738 -0.7 -0.1 -1.2 0.29
H -2.01387 -1.33582 0.90980 0.1 0.5 -0.8 0.27
H 2.43282 2.36092 0.27260 3.1 2.3 0.2 0.45
H 1.12364 1.77888 1.00387 -0.9 -0.6 -0.4 0.32
H 1.17085 2.03828 -0.87624 0.1 -0.3 1.6 0.21
```
Forces are in eV/Å.

Computed properties:
Multiplicity ... 1
Total charge ... -1
SMILES string ... CC(=O)P(=O)([O-])C(C)=O
Calculated total energy ... -798.3503 Eh
Energy relative to the best compared isomer or geometry (same formula, charge and spin) ... 438.4 kJ/mol
LUMO energy ... 3.772 eV

Record 5
The following is a quantum chemistry calculation of C4H6O7Sm as an isolated structure at a distorted geometry, from the Open Molecules 2025 dataset.

XYZ file:
```
18
Properties=species:S:1:pos:R:3:forces:R:3:mulliken_charge:R:1
O 3.57373 2.04003 0.19604 0.7 0.5 -0.1 -0.80
C 3.04507 0.90065 0.08803 1.3 0.0 0.3 0.88
O 3.75060 -0.14134 0.00523 0.6 -0.4 -0.2 -0.77
O 1.71897 0.83933 0.11529 -0.2 0.3 0.0 -0.21
O -1.14270 0.27385 -0.35646 0.2 -0.5 -0.6 -0.27
C -2.43638 0.40142 -0.05103 0.4 1.9 1.9 0.72
O -2.89750 0.23377 1.06039 0.0 -0.8 -0.7 -0.59
O -2.98910 1.22415 -0.94891 -0.2 -0.3 -0.9 -0.41
C -0.30802 -0.33675 0.62591 -0.5 -0.3 0.1 -0.56
C 1.09921 -0.44948 0.10313 0.0 -0.4 -0.2 -0.42
Sm 6.29997 1.24378 0.09185 -2.4 -0.2 0.0 0.73
H -3.91770 1.36172 -0.72204 0.2 -0.4 0.1 0.33
H -0.68507 -1.34582 0.84282 0.0 0.2 -0.1 0.39
H -0.33158 0.25689 1.54916 0.0 -0.1 -0.2 0.28
H 1.11254 -0.85015 -0.91978 -0.1 0.1 0.3 0.29
H 1.65738 -1.13260 0.75420 -0.1 0.2 -0.1 0.37
O -3.37822 -2.19590 -1.47988 0.3 0.3 0.0 -1.10
H -4.17116 -2.32355 -0.95396 -0.2 -0.1 0.2 0.13
```
Forces are in eV/Å.

Computed properties:
Multiplicity ... 8
Total charge ... -1
Expectation value of S² ... 15.756
Calculated total energy ... -1340.6177 Eh
Energy relative to the best compared isomer or geometry (same formula, charge and spin) ... 8.5 kJ/mol
LUMO energy (alpha / beta) ... 1.193 / 1.138 eV

Record 6
The following is a quantum chemistry calculation of a 2-piece molecular cluster, C4H6OS overall at a distorted geometry, from the Open Molecules 2025 dataset.

XYZ file:
```
12
Properties=species:S:1:pos:R:3:forces:R:3:mulliken_charge:R:1
C 2.01149 0.97302 1.43393 0.6 4.7 0.6 -0.05
C 1.72789 -0.11898 1.13710 0.8 -2.3 -0.2 -0.18
C -2.87467 0.38044 -1.46968 1.9 1.4 0.1 -0.54
C 1.65251 -1.45643 0.68743 -3.8 -1.7 1.6 -0.90
O -1.33827 2.16079 -0.42419 0.4 2.4 0.6 -0.48
S -1.42727 0.77640 -0.75258 -2.5 -2.8 -1.4 0.45
H 2.18858 2.03712 1.49931 -0.1 -0.7 0.3 0.40
H -2.95676 -0.59901 -1.90859 -0.1 -0.3 0.2 0.29
H -3.54015 1.20137 -1.80456 0.3 -0.7 0.5 0.27
H 2.00603 -1.54404 -0.27416 1.3 -0.3 -2.1 0.29
H 0.49617 -1.53851 0.51247 1.8 -0.8 0.5 0.17
H 2.05445 -2.27217 1.36353 -0.6 1.1 -0.7 0.28
```
Forces are in eV/Å.

Computed properties:
Multiplicity ... 1
Calculated total energy ... -629.2884 Eh
Energy relative to the best compared isomer or geometry (same formula, charge and spin) ... 416.8 kJ/mol
LUMO energy ... -0.232 eV

Record 7
The following is a quantum chemistry calculation of an isolated molecule of C4H6OS at a distorted geometry, from the Open Molecules 2025 dataset.

XYZ file:
```
12
Properties=species:S:1:pos:R:3:forces:R:3:mulliken_charge:R:1
C -1.43938 0.97839 0.09262 4.2 -0.6 -2.6 -0.25
O 0.08509 1.21558 0.12861 -4.4 6.1 1.9 -0.45
C 0.88235 0.33882 -0.40178 2.1 -2.9 2.5 0.06
C 0.98973 -0.76840 0.70980 0.8 -2.1 -1.6 -0.75
C 0.10357 -0.93950 -0.60114 1.6 0.8 1.2 -0.27
S -1.56161 -0.79064 0.02774 -0.9 -0.7 -0.7 -0.20
H -1.92887 1.45460 0.88520 -0.4 0.6 1.2 0.31
H -1.62220 1.37235 -0.88789 -1.0 0.5 -0.2 0.26
H 1.96189 0.73625 -0.78589 -3.1 -1.2 0.2 0.32
H 0.22451 -0.89115 1.54521 1.8 0.9 -0.9 0.21
H 1.96530 -1.28804 0.78611 -0.8 0.0 0.0 0.30
H 0.33963 -1.41824 -1.49861 0.0 -1.5 -0.9 0.46
```
Forces are in eV/Å.

Computed properties:
Multiplicity ... 1
SMILES string ... C1O[C@H]2C[C@H]2S1
Calculated total energy ... -629.2989 Eh
Energy relative to the best compared isomer or geometry (same formula, charge and spin) ... 389.4 kJ/mol
LUMO energy ... 0.856 eV

Record 8
The following is a quantum chemistry calculation of an isolated molecule of C4H6OS at a distorted geometry, from the Open Molecules 2025 dataset.

XYZ file:
```
12
Properties=species:S:1:pos:R:3:forces:R:3:mulliken_charge:R:1
O 0.04343 1.94241 0.05421 -3.4 -5.3 0.3 -0.62
C -0.52400 0.78824 0.12783 1.4 4.2 0.4 0.19
C -1.86533 0.14737 -0.27654 0.9 0.2 -1.9 -0.26
C -1.14551 -1.29781 -0.15684 -3.2 -3.0 3.6 -0.61
C 0.03619 -0.58472 0.61443 0.9 1.2 1.1 0.11
S 1.64772 -0.41048 -0.16583 1.9 -2.7 -0.3 -0.29
H -2.48240 0.45917 0.63088 0.0 -0.9 -1.5 0.25
H -2.25071 0.35155 -1.34623 0.1 0.2 2.1 0.28
H -1.86250 -1.87078 0.79241 2.3 1.4 -2.7 0.17
H -1.12674 -2.28482 -0.96276 0.4 3.7 1.9 0.31
H 0.20552 -0.78858 1.80580 -0.7 0.5 -3.1 0.31
H 1.79763 0.84324 -0.55380 -0.7 0.5 0.2 0.15
```
Forces are in eV/Å.

Computed properties:
Multiplicity ... 1
SMILES string ... O=C1CC[C@H]1S
Calculated total energy ... -629.2952 Eh
Energy relative to the best compared isomer or geometry (same formula, charge and spin) ... 398.9 kJ/mol
LUMO energy ... 0.248 eV

Record 9
The following is a quantum chemistry calculation of an isolated molecule of C4H6OS at a distorted geometry, from the Open Molecules 2025 dataset.

XYZ file:
```
12
Properties=species:S:1:pos:R:3:forces:R:3:mulliken_charge:R:1
C 1.11470 0.78363 -0.94211 0.9 2.2 -5.2 -0.91
C -0.08747 0.78152 -0.58809 -5.9 2.7 4.6 -0.15
C -0.28321 0.21983 0.96576 0.3 0.4 -2.9 -0.41
C -0.93963 -1.03269 0.58219 -1.0 -3.7 1.5 0.29
O -0.19273 -1.86054 -0.25752 -2.6 0.3 1.8 -0.42
S -2.28948 -1.65276 1.33503 1.1 0.7 -1.1 -0.27
H 1.32747 1.23972 -1.87633 0.0 0.3 -1.3 0.27
H 1.99800 0.64448 -0.53090 3.5 -1.7 3.0 0.40
H -1.00391 1.47846 -1.07186 2.6 -2.7 1.1 0.25
H -0.90991 0.85087 1.63097 0.8 -0.5 -0.5 0.33
H 0.74725 -0.11868 1.30991 -1.2 1.1 0.0 0.25
H 0.51892 -1.33385 -0.55705 1.5 0.8 -0.9 0.39
```
Forces are in eV/Å.

Computed properties:
Multiplicity ... 1
SMILES string ... C=CCC(O)=S
Calculated total energy ... -629.3270 Eh
Energy relative to the best compared isomer or geometry (same formula, charge and spin) ... 315.4 kJ/mol
LUMO energy ... 0.149 eV

Q: Among the records above, which one has the highest calculated total energy?
A: C4H6O2Y

Repeat the third record exactly.
The following is a quantum chemistry calculation of a 2-piece molecular cluster, C4H6O4 overall at a distorted geometry, from the Open Molecules 2025 dataset.

XYZ file:
```
14
Properties=species:S:1:pos:R:3:forces:R:3:mulliken_charge:R:1
C 1.09219 -0.22747 1.05856 1.7 -0.3 -1.9 -0.74
C -0.62495 -0.90206 -1.22751 -0.7 0.6 -0.1 -0.95
C -0.37407 0.79566 1.22113 -2.3 1.8 -1.4 0.91
C 0.52723 -0.00303 -0.94612 1.9 -1.6 1.2 0.75
O 0.78384 0.94401 1.88095 -1.2 -0.8 -0.5 -0.40
O -0.37679 1.63192 -0.02654 -0.3 -0.4 1.6 -0.53
O -1.44273 0.28973 1.51479 1.5 0.6 0.2 -0.58
O 1.44666 0.32222 -1.60521 -1.0 0.3 0.6 -0.46
H -1.32251 1.77501 -0.20569 0.2 -0.1 0.1 0.36
H 0.88082 -1.16680 1.56572 -0.2 0.1 0.0 0.30
H 2.12292 -0.14567 0.72671 0.0 0.0 0.2 0.41
H -1.25109 -0.41548 -1.98078 0.1 -0.2 -0.1 0.30
H -0.22528 -1.83196 -1.63394 0.0 0.1 0.1 0.33
H -1.23625 -1.06606 -0.34207 0.2 -0.1 -0.1 0.32
```
Forces are in eV/Å.

Computed properties:
Multiplicity ... 1
Calculated total energy ... -456.8566 Eh
Energy relative to the best compared isomer or geometry (same formula, charge and spin) ... 431.4 kJ/mol
LUMO energy ... 0.507 eV

Q: Among the records above, which one has the highest multiplicity?
A: C4H6O7Sm